Record 1
C31H34BiN6O2 | the ωB97M-V functional and the def2-TZVPD basis

## Properties
* E: -1895.0696 Ha
* charge: +1
* LUMO: -2.83 eV
* E_HOMO: -10.813 eV
* relative energy (zero: lowest compared OMol25 entry of this formula, charge and spin): 0.9173 eV

Last column: Mulliken charge in e.
Positions of all 74 atoms, in Å:
Bi (-0.417500, -0.380500, 0.093000)  2.14
O (1.704200, -0.935500, 0.714700)  -1.11
C (1.846100, -2.194200, 1.049800)  0.59
C (2.549000, -2.542200, 2.219600)  -0.25
C (2.715500, -3.854500, 2.600100)  -0.53
C (2.188600, -4.896200, 1.836000)  -0.74
C (1.539400, -4.598700, 0.665900)  -0.70
C (1.357500, -3.267900, 0.248500)  -0.08
C (0.849800, -3.020000, -1.057200)  -0.04
N (0.410000, -1.892700, -1.488200)  0.03
C (0.086900, -1.731300, -2.876800)  -1.04
C (-0.975100, -0.648700, -3.054000)  -0.85
N (-1.956100, -0.703700, -2.003900)  0.25
C (-3.171400, -0.840300, -2.361200)  -0.12
C (-4.392600, -0.821200, -1.604700)  0.78
C (-5.568100, -0.727700, -2.370300)  -0.87
C (-6.809700, -0.625100, -1.788300)  -0.90
C (-6.914200, -0.649100, -0.404100)  -0.49
C (-5.781300, -0.768000, 0.373000)  -0.73
C (-4.512700, -0.852000, -0.200400)  0.60
O (-3.415200, -0.977500, 0.562400)  -0.17
H (2.979300, -1.748000, 2.810800)  0.54
H (3.256500, -4.077700, 3.506400)  0.41
H (2.318900, -5.918600, 2.148800)  0.42
H (1.133800, -5.390400, 0.050700)  0.42
H (0.906500, -3.858100, -1.758900)  0.38
H (-0.256900, -2.679500, -3.309700)  0.56
H (0.986300, -1.421700, -3.420500)  0.27
H (-1.427000, -0.749700, -4.049800)  0.61
H (-0.493500, 0.325800, -2.971100)  0.03
H (-3.373100, -0.938200, -3.438600)  0.15
H (-5.478900, -0.722700, -3.446800)  0.40
H (-7.696900, -0.539200, -2.393100)  0.42
H (-7.888200, -0.580300, 0.054000)  0.43
H (-5.865400, -0.801300, 1.449100)  0.44
N (-3.584800, -0.796100, 3.277600)  -0.57
C (-2.385600, 0.041800, 3.236700)  2.53
C (-2.783600, 1.510800, 3.144800)  -1.38
C (-1.553000, 2.359600, 2.822800)  -0.12
N (-1.086500, 2.031500, 1.474300)  -0.26
C (-0.458700, 2.119100, 3.862400)  -1.54
C (-0.118200, 0.640500, 4.041600)  -0.05
N (0.473700, 0.100800, 2.819000)  -0.25
C (-1.389300, -0.149100, 4.379900)  -1.52
H (-3.670400, -0.954100, 1.524000)  0.20
H (-4.244300, -0.432600, 3.961300)  0.29
H (-3.345200, -1.740000, 3.567300)  0.24
H (-1.847300, -0.214800, 2.321500)  -1.69
H (-3.214100, 1.845200, 4.091900)  0.51
H (-3.526900, 1.644300, 2.357100)  0.34
H (-1.840700, 3.423900, 2.886900)  0.38
H (-0.183200, 2.455800, 1.298100)  0.41
H (-1.741400, 2.394500, 0.790900)  0.04
H (-0.807200, 2.507500, 4.819600)  0.46
H (0.442300, 2.673600, 3.591500)  0.42
H (0.585000, 0.557900, 4.888500)  0.40
H (0.821500, -0.834700, 2.991700)  0.06
H (1.264200, 0.661200, 2.518800)  0.36
H (-1.803800, 0.204400, 5.326400)  0.38
H (-1.148500, -1.210100, 4.485100)  0.50
N (-5.929900, 5.939100, -3.730600)  -0.45
C (-4.939800, 5.454600, -3.419500)  -0.07
C (-3.748600, 4.805100, -3.014000)  0.60
C (-3.106400, 5.176700, -1.831200)  -0.63
C (-2.009900, 4.467000, -1.385400)  -0.47
C (-1.548700, 3.364300, -2.109200)  0.29
C (-2.159600, 3.034900, -3.324100)  -0.49
C (-3.248200, 3.746600, -3.777500)  -0.71
C (-0.669000, 2.413400, -1.536300)  1.45
C (-0.125700, 1.448200, -1.039000)  -1.95
H (-3.491900, 6.004500, -1.256500)  0.49
H (-1.524100, 4.744000, -0.461400)  0.56
H (-1.786500, 2.191300, -3.885400)  0.52
H (-3.742800, 3.474600, -4.699600)  0.48

Forces on atoms 1 to 6 (eV/Å):
Bi 0.044 -0.538 0.818
O -0.287 0.332 -0.313
C 0.026 -0.250 -0.143
C 0.091 0.023 0.082
C -0.139 0.174 -0.092
C -0.026 -0.137 -0.084

Record 2
C31H34LaN10O2 | the ωB97M-V functional and the def2-TZVPD basis

## Properties
* E: -1930.6931 Ha
* charge: +3
* LUMO: -7.94 eV
* E_HOMO: -14.382 eV
* relative energy (zero: lowest compared OMol25 entry of this formula, charge and spin): 0.1392 eV

Last column: Mulliken charge in e.
Positions of all 78 atoms, in Å:
La (-0.724547, -0.009665, 0.207961)  1.43
O (3.921364, -0.829062, 0.390807)  -0.68
C (4.367062, 0.438526, 0.223128)  0.59
C (5.752550, 0.580565, 0.186421)  -0.69
C (6.311323, 1.826181, 0.010460)  -0.32
C (5.507624, 2.963242, -0.134503)  -0.85
C (4.144147, 2.825288, -0.100997)  -0.59
C (3.536326, 1.564460, 0.076121)  -0.03
C (2.082154, 1.462990, 0.101137)  1.40
O (1.535576, 0.251766, 0.247500)  -0.98
N (1.361510, 2.554888, -0.022811)  -1.16
N (0.001853, 2.276245, -0.018444)  1.00
C (-0.800169, 3.267327, 0.029057)  -0.59
C (-2.265803, 3.023316, 0.016457)  0.71
C (-3.138618, 4.083601, 0.165681)  -0.99
C (-4.505084, 3.835935, 0.147924)  -0.42
C (-4.951857, 2.536815, -0.019551)  -0.84
C (-4.010982, 1.531841, -0.158290)  -0.19
N (-2.693341, 1.751374, -0.143937)  0.24
H (2.957700, -0.799812, 0.454480)  0.22
H (6.361413, -0.304615, 0.310709)  0.50
H (7.389592, 1.925597, -0.010224)  0.42
H (5.954849, 3.939049, -0.262193)  0.46
H (3.508665, 3.693875, -0.203297)  0.46
H (-0.411639, 4.282619, 0.080619)  0.43
H (-2.751267, 5.086237, 0.293646)  0.50
H (-5.207630, 4.651534, 0.260715)  0.47
H (-6.005961, 2.299073, -0.046268)  0.45
H (-4.334402, 0.505782, -0.297792)  0.41
C (-2.841566, -2.077697, 2.479028)  -0.79
N (-2.778158, -1.975701, 1.000076)  -0.20
C (-2.573109, -3.273165, 0.322256)  -1.35
C (-1.177292, -3.431012, -0.209157)  0.48
N (-0.402188, -2.436062, -0.601960)  0.13
C (0.760425, -3.052592, -1.110954)  0.44
C (1.943084, -2.496698, -1.606602)  0.10
C (2.933480, -3.366957, -2.016526)  -1.20
C (2.761844, -4.761614, -1.943192)  -0.61
C (1.608088, -5.321897, -1.435462)  -1.12
C (0.625345, -4.429471, -1.021130)  0.84
N (-0.622543, -4.632969, -0.430354)  -0.04
C (-2.177942, -0.920863, 3.163868)  0.10
N (-1.285253, -0.134454, 2.595944)  0.02
C (-0.835721, 0.733688, 3.614418)  0.57
C (0.126412, 1.742280, 3.577960)  -0.07
C (0.358387, 2.425688, 4.753156)  -0.92
C (-0.341097, 2.116893, 5.935177)  -0.52
C (-1.287822, 1.114008, 5.980310)  -1.17
C (-1.508400, 0.436026, 4.786798)  0.51
N (-2.357545, -0.628114, 4.458382)  -0.02
H (-3.873460, -2.172108, 2.822856)  0.49
H (-2.332031, -2.991979, 2.789010)  0.39
H (-3.668620, -1.614226, 0.683878)  0.17
H (-2.820215, -4.111957, 0.976052)  0.49
H (-3.265043, -3.340612, -0.519263)  0.39
H (2.127492, -1.428859, -1.591738)  0.15
H (3.878549, -2.968960, -2.362426)  0.48
H (3.564381, -5.410126, -2.268170)  0.43
H (1.489466, -6.394584, -1.353853)  0.46
H (-1.034149, -5.522669, -0.194392)  0.25
H (0.689625, 1.984336, 2.683352)  0.26
H (1.103535, 3.209560, 4.772486)  0.47
H (-0.122361, 2.676031, 6.834938)  0.41
H (-1.815893, 0.873356, 6.893514)  0.44
H (-2.981910, -1.106013, 5.089970)  0.24
N (0.329417, -0.324863, -5.808434)  -0.27
C (-0.774872, 0.515319, -5.182786)  -0.80
C (-1.163012, 0.049921, -3.787096)  -0.81
N (-0.194370, 0.296231, -2.713404)  -0.09
H (0.570409, 0.017582, -6.742497)  0.38
H (0.052150, -1.303195, -5.914548)  0.36
H (1.191868, -0.308164, -5.260616)  0.30
H (-1.615061, 0.448295, -5.870558)  0.43
H (-0.401123, 1.537853, -5.190862)  0.40
H (-1.416127, -1.013128, -3.791864)  0.49
H (-2.089267, 0.579362, -3.559984)  0.36
H (0.116447, 1.265119, -2.708842)  0.24
H (0.633370, -0.285821, -2.801296)  -0.04

Forces on atoms 1 to 6 (eV/Å):
La -1.087 -1.699 -0.312
O 0.065 0.113 -0.031
C 0.136 -0.307 0.007
C 0.004 0.170 -0.018
C 0.102 0.036 -0.003
C -0.016 -0.065 0.009

Record 3
C31H34MgN4O4SeSi | the ωB97M-V functional and the def2-TZVPD basis

## Properties
* E: -4612.4416 Ha
* charge: -2
* LUMO (alpha / beta): 3.98 / 3.98 eV
* E_HOMO (alpha / beta): 0.867 / 0.917 eV

Last column: Mulliken charge in e.
Positions of all 76 atoms, in Å:
Mg (0.760222, 0.649361, 0.532258)  1.50
O (0.331122, 4.303861, -1.301042)  -0.63
C (0.281522, 3.306961, -0.409742)  0.54
O (1.244822, 2.684661, 0.020458)  0.14
C (-0.985578, 2.917061, 0.143058)  -0.35
C (-2.240178, 3.473061, 0.045258)  -0.82
C (-3.226478, 2.921161, 0.871358)  -0.50
C (-2.898378, 1.890061, 1.767458)  -1.26
C (-1.593778, 1.423061, 1.775658)  0.78
N (-0.676578, 1.901361, 0.928458)  0.48
C (-0.982978, 0.461061, 2.736858)  0.03
O (-1.729578, -0.146839, 3.566458)  -0.68
O (0.281622, 0.395561, 2.595258)  -0.52
H (1.293722, 4.355761, -1.476942)  0.48
H (-2.436978, 4.311361, -0.607742)  0.51
H (-4.237278, 3.317461, 0.858158)  0.43
H (-3.620178, 1.482461, 2.467558)  0.51
N (-0.608078, -2.667839, -4.748242)  -0.71
C (-0.212678, -1.709139, -4.227742)  -0.15
C (0.274422, -0.528239, -3.590042)  -0.05
C (0.725322, 0.564661, -4.330842)  -0.62
C (1.192122, 1.696361, -3.664842)  -1.16
C (1.190222, 1.691761, -2.278742)  0.78
N (0.760222, 0.649361, -1.533942)  0.50
C (0.311622, -0.438139, -2.206342)  -0.62
H (0.716122, 0.542561, -5.418242)  0.47
H (1.549022, 2.561661, -4.213342)  0.44
H (1.544322, 2.550261, -1.714142)  -0.28
H (-0.025578, -1.255539, -1.572942)  0.44
C (5.396822, 2.183161, 1.548758)  -1.27
Si (3.534122, 2.029061, 1.446658)  -0.15
C (2.895422, 3.601661, 0.670358)  -0.90
C (2.895422, 1.926861, 3.197458)  -0.85
N (2.830522, 0.649361, 0.532258)  0.48
C (3.464322, -0.417539, -0.174842)  1.02
C (2.636522, -1.364639, -0.802542)  0.69
C (3.181922, -2.437339, -1.513442)  -0.95
C (4.565622, -2.580539, -1.608342)  -0.66
C (5.403122, -1.650739, -0.992142)  -0.69
C (4.860322, -0.575839, -0.279742)  -0.58
H (5.644522, 3.084461, 2.146158)  0.29
H (5.827822, 2.308861, 0.534358)  0.27
H (5.827822, 1.297861, 2.059758)  0.29
H (3.249122, 4.474561, 1.256558)  0.46
H (1.786222, 3.585861, 0.663058)  0.32
H (3.271222, 3.677861, -0.370642)  0.07
H (3.249122, 2.806861, 3.772958)  0.35
H (3.271222, 0.997861, 3.673158)  0.23
H (1.786222, 1.913961, 3.185758)  0.19
H (1.560222, -1.275139, -0.743242)  -1.14
H (2.530022, -3.157639, -1.990842)  0.37
H (4.988822, -3.410939, -2.158742)  0.32
H (6.477422, -1.762239, -1.066042)  0.38
H (5.548922, 0.102561, 0.169858)  0.10
C (-6.434378, -4.459939, 0.510558)  -1.49
C (-5.206078, -3.597339, 0.511258)  1.17
C (-4.454678, -3.419239, -0.655442)  -1.11
C (-3.306378, -2.612039, -0.652142)  0.90
C (-2.523578, -2.444439, -1.927542)  -0.91
C (-2.902478, -1.970639, 0.542158)  -0.56
Se (-1.313578, -0.857939, 0.532258)  0.16
C (-3.663778, -2.151039, 1.724258)  1.35
C (-3.308478, -1.507439, 3.040058)  -1.25
C (-4.806978, -2.963539, 1.691558)  -1.03
H (-6.627778, -4.896239, -0.492542)  0.30
H (-7.316478, -3.853139, 0.804958)  0.31
H (-6.306778, -5.291139, 1.235758)  0.30
H (-4.765178, -3.911139, -1.569742)  0.20
H (-2.975578, -3.013539, -2.767742)  0.29
H (-1.486178, -2.812639, -1.782942)  0.11
H (-2.497578, -1.372239, -2.214442)  0.18
H (-2.398378, -0.881239, 2.997458)  -0.41
H (-3.139578, -2.296339, 3.803158)  0.29
H (-4.147578, -0.860739, 3.373058)  0.17
H (-5.391878, -3.103939, 2.593858)  0.37
H (1.308322, -1.037439, 0.532258)  0.34

Forces on atoms 1 to 6 (eV/Å):
Mg 2.779 -1.525 1.842
O 1.304 -0.181 0.307
C -1.451 -0.524 -0.096
O -5.200 -2.031 -4.779
C -0.549 -0.136 0.679
C -0.325 0.168 -0.129